{"formula": "C4H6N2", "method": "ωB97M-V/def2-TZVPD", "elements": ["C", "N", "C", "C", "N", "C", "H", "H", "H", "H", "H", "H"], "coordinates": [[-1.801902, -0.052989, 0.143558], [-0.487569, 0.154025, 0.227938], [0.403985, -0.815361, -0.443904], [1.700564, -0.071821, -0.440497], [1.626139, 0.943108, 0.357393], [0.326755, 1.047822, 0.811530], [-0.093818, -1.168873, -1.348764], [-2.475707, 0.336516, 0.888233], [-2.161627, -0.314699, -0.842194], [0.472798, -1.675225, 0.236314], [2.601366, -0.329637, -0.986318], [-0.045701, 1.893589, 1.368657]], "forces_ev_per_a": [[-0.50, 0.25, 0.05], [0.41, -0.13, -0.12], [-0.09, -0.05, -0.07], [-0.02, -0.07, -0.09], [-0.27, -0.02, 0.15], [0.12, 0.09, 0.08], [0.44, 0.08, -0.22], [0.10, 0.34, -0.04], [-0.07, -0.49, 0.25], [-0.03, 0.13, -0.08], [-0.16, 0.02, 0.10], [0.06, -0.15, -0.01]], "e_above_lowest_kcal_mol": 73.2, "homo_energy_ev": [-7.07, -6.77]}

{"formula": "C28H60F15N5O12PS3", "method": "ωB97M-V/def2-TZVPD", "elements": ["C", "C", "O", "N", "H", "H", "C", "H", "H", "H", "H", "H", "H", "C", "C", "O", "N", "H", "H", "C", "H", "H", "H", "H", "H", "H", "C", "C", "O", "N", "H", "H", "C", "H", "H", "H", "H", "H", "H", "C", "C", "C", "N", "C", "C", "C", "C", "C", "H", "H", "H", "H", "H", "H", "H", "H", "H", "H", "H", "H", "H", "H", "H", "H", "H", "H", "C", "C", "C", "N", "C", "C", "C", "C", "C", "H", "H", "H", "H", "H", "H", "H", "H", "H", "H", "H", "H", "H", "H", "H", "H", "H", "H", "C", "F", "F", "F", "S", "O", "O", "O", "C", "F", "F", "F", "S", "O", "O", "O", "C", "F", "F", "F", "S", "O", "O", "O", "P", "F", "F", "F", "F", "F", "F"], "coordinates": [[-0.442455, 6.231884, 0.891515], [0.291248, 6.534868, 2.198148], [0.296385, 7.561939, 2.825789], [1.029262, 5.332426, 2.806064], [0.908803, 5.487287, 3.796828], [0.661902, 4.454595, 2.467607], [2.493346, 5.364248, 2.405850], [0.276810, 5.742069, 0.235143], [-0.848905, 7.066647, 0.320481], [-1.220683, 5.497294, 1.098475], [3.094386, 4.613740, 2.919245], [2.971945, 6.326881, 2.585778], [2.654865, 4.983823, 1.397240], [5.151055, -3.469700, 3.686743], [5.720172, -2.153192, 3.978726], [6.832954, -1.889338, 3.622895], [4.932057, -1.235328, 4.975473], [5.313689, -0.303817, 4.893352], [3.970588, -1.158757, 4.675786], [5.049280, -1.759360, 6.418046], [5.808251, -4.118500, 3.107712], [4.174299, -3.395050, 3.208744], [5.010444, -3.843466, 4.700943], [4.605350, -0.971210, 7.026185], [6.060311, -1.957322, 6.774041], [4.459100, -2.666525, 6.547892], [-3.212080, -1.112076, 8.978909], [-2.159427, -1.462247, 8.024909], [-1.065891, -1.865006, 8.322247], [-2.545405, -1.322446, 6.519094], [-2.805915, -0.373553, 6.291431], [-1.657427, -1.210139, 6.051155], [-3.550848, -2.373961, 6.024198], [-4.110924, -1.462938, 8.471883], [-3.200367, -0.024251, 9.046692], [-3.019020, -1.628714, 9.919079], [-2.910934, -3.246163, 5.890497], [-3.855185, -2.085194, 5.018169], [-4.399910, -2.579299, 6.676141], [-1.511100, 3.805634, -4.955226], [-2.830834, 2.924501, -4.990375], [-3.933427, 3.330167, -4.071568], [-5.139681, 2.380657, -4.073903], [-5.641398, 2.109049, -5.581890], [-4.873201, 1.046095, -3.307552], [-6.138551, 0.768633, -2.439554], [-7.217415, 1.833085, -2.773699], [-6.292633, 2.973421, -3.263811], [-0.808781, 3.512840, -5.735696], [-0.916465, 3.557203, -4.076144], [-1.608664, 4.881290, -5.101993], [-2.510943, 1.906365, -4.768631], [-3.102267, 2.975063, -6.044836], [-4.324713, 4.309232, -4.348032], [-3.497305, 3.416343, -3.076337], [-6.560394, 1.527972, -5.505151], [-4.920996, 1.602645, -6.224281], [-5.951515, 3.050484, -6.035366], [-4.745257, 0.320464, -4.110783], [-4.008959, 1.168312, -2.654661], [-6.508235, -0.251544, -2.542899], [-5.994540, 0.848497, -1.362071], [-7.953803, 1.478404, -3.494825], [-7.808825, 2.145937, -1.913198], [-6.669179, 3.798664, -3.868211], [-5.786404, 3.364702, -2.381358], [3.025230, -1.416599, -4.993776], [3.835581, -0.304721, -4.303813], [5.172931, -0.815320, -3.675366], [6.341493, 0.173796, -3.542325], [6.844644, 0.574143, -4.950417], [7.517071, -0.505795, -2.741577], [8.295297, 0.533548, -1.996583], [7.164739, 1.504725, -1.561533], [6.078489, 1.412981, -2.712687], [2.741704, -2.167135, -4.255938], [3.364102, -1.919012, -5.899791], [2.121407, -0.916330, -5.341524], [3.222846, 0.239245, -3.584972], [4.005848, 0.542711, -4.967874], [5.543992, -1.697803, -4.196568], [4.937173, -1.219793, -2.691042], [7.258481, -0.324234, -5.408423], [7.543321, 1.410544, -4.970403], [5.996666, 0.928336, -5.536563], [8.278521, -1.011556, -3.335268], [7.078638, -1.206667, -2.031181], [8.994513, 0.989318, -2.697633], [8.889414, 0.143389, -1.170202], [7.579918, 2.512111, -1.531766], [6.798882, 1.300923, -0.555185], [6.248757, 2.212579, -3.433634], [5.076102, 1.510939, -2.295908], [1.074509, -7.962871, -3.078933], [0.418857, -9.024406, -2.658389], [0.207656, -7.039590, -3.583533], [1.812904, -7.463097, -1.997965], [2.468713, -8.710252, -4.285888], [3.321203, -9.475702, -3.403668], [1.745442, -9.539247, -5.280724], [3.140805, -7.538781, -4.852263], [-5.968778, -5.807267, 0.329169], [-6.043501, -7.089544, -0.097134], [-4.854276, -5.730207, 1.055793], [-5.841708, -5.073512, -0.837365], [-7.515123, -5.234224, 1.470801], [-8.709562, -5.127543, 0.645269], [-7.599065, -6.342939, 2.412870], [-7.183083, -3.883450, 2.008097], [-0.597714, -1.653968, 0.528581], [-1.833403, -1.345399, 1.016238], [-0.291922, -2.924575, 0.921678], [-0.603333, -1.596340, -0.777421], [0.588041, -0.292917, 1.284334], [0.141612, 1.048260, 0.917216], [0.596271, -0.404848, 2.770957], [1.909390, -0.577611, 0.764389], [-4.807111, 3.719559, 4.736229], [-5.853399, 4.783206, 5.396700], [-5.069262, 4.362146, 3.237772], [-3.566319, 4.728012, 5.058446], [-3.724467, 2.713266, 3.994823], [-4.782612, 2.919594, 6.193575], [-6.042167, 2.765657, 4.395242]], "forces_ev_per_a": [[1.02, -0.56, 0.36], [-1.73, 2.56, -0.29], [0.52, -2.30, -0.96], [1.31, 0.97, -1.07], [0.00, -0.44, 0.63], [-0.62, -0.58, 0.26], [0.94, -0.69, 0.06], [0.05, -0.23, -0.12], [0.11, 0.26, 0.76], [-0.16, -0.02, 0.09], [-0.56, 0.03, 0.83], [-0.54, 0.05, -0.14], [-0.73, 0.69, -0.34], [-1.43, -0.04, 0.62], [2.68, -0.72, -1.38], [-1.51, 1.48, 1.12], [1.31, -1.25, 0.05], [0.48, 0.37, 0.09], [-0.75, -0.24, -0.02], [-0.86, 0.54, 0.16], [0.08, 0.41, 0.18], [-0.16, -0.10, 0.04], [-0.30, -0.83, -0.08], [0.07, -0.16, 0.11], [0.14, 0.28, -0.73], [-0.03, 0.16, -0.34], [-0.41, -0.30, -0.89], [2.02, -0.79, 0.83], [-1.31, 0.59, -1.53], [-0.03, 0.62, 1.17], [-1.57, 0.79, 0.50], [0.75, -1.65, -0.77], [1.62, -0.26, -1.18], [-0.56, 0.37, 0.72], [-0.37, 0.07, 0.30], [-0.14, 0.31, -0.09], [-0.43, -0.27, 0.21], [-0.26, 0.17, 0.22], [0.36, 0.51, 0.12], [-0.09, -0.85, 0.37], [1.87, 0.42, -1.33], [-0.52, 0.29, -0.05], [-0.27, -0.70, -0.80], [-0.26, 0.33, 1.68], [-1.01, 0.30, -0.30], [-0.70, -0.09, 0.30], [0.92, 0.13, -0.98], [0.17, 0.20, -0.15], [-0.45, -0.33, -0.42], [-0.28, 0.46, 0.46], [-0.46, -0.04, 0.38], [-0.08, -0.12, -0.07], [-0.49, -0.26, 0.08], [-0.08, 0.03, 0.01], [-0.58, -0.24, 0.32], [0.24, -0.22, 0.21], [0.17, 0.03, 0.58], [0.40, 0.21, 0.27], [0.33, -0.23, 0.50], [0.15, -0.02, -0.46], [0.06, 0.06, -0.39], [0.79, 0.11, -0.10], [0.24, 0.13, -0.32], [0.34, 0.04, 0.09], [-0.41, -0.09, 0.24], [-0.12, 0.26, 0.04], [-0.75, 0.60, 0.40], [1.15, 0.46, -0.45], [-0.79, -0.12, 0.12], [1.45, -0.61, 0.21], [-0.74, -0.42, 0.32], [0.34, -0.93, -0.02], [-1.14, 1.14, -0.14], [0.52, 0.30, -0.93], [0.83, 0.88, 0.64], [-0.07, -0.09, -0.15], [0.89, 0.19, 0.28], [-0.31, -0.18, 0.22], [-0.10, -0.69, 0.61], [0.44, -0.26, -0.67], [0.21, 0.30, -0.43], [0.23, 0.40, 0.30], [0.01, 0.18, 0.03], [0.25, -0.34, 0.66], [-0.13, -0.28, 0.16], [-0.92, -0.43, -0.77], [-0.30, -0.03, -0.31], [-0.01, 0.36, 0.14], [-0.26, -0.19, -0.06], [-0.27, 0.12, 0.02], [-0.29, -0.31, -0.26], [-0.26, 0.25, 0.41], [-0.06, -0.54, -0.38], [2.78, -0.79, -0.96], [-0.90, 0.21, 0.54], [1.02, -0.73, 0.94], [-1.64, 0.19, -1.07], [-0.40, -0.20, -1.99], [-0.47, 0.14, 0.57], [0.42, 1.43, 1.61], [-0.69, -0.05, 0.41], [-1.40, 0.02, -0.43], [-0.38, 0.57, 0.43], [0.25, 0.48, -0.20], [0.12, -0.21, 1.38], [-1.33, 1.22, 0.42], [0.98, -0.45, -0.67], [0.99, 0.66, -0.30], [0.89, -2.11, -0.56], [-0.15, 0.43, 2.20], [0.84, -0.47, -0.60], [-0.12, 1.60, -0.37], [0.00, 0.03, -0.44], [1.37, 1.30, 2.56], [-0.88, -0.73, -0.80], [-0.79, -0.95, -1.34], [0.22, -0.86, -0.86], [-1.94, 0.15, -0.68], [0.84, -0.01, -0.23], [0.78, 0.73, 0.57], [-0.38, -0.56, 0.17], [-0.27, -0.10, 1.13], [1.61, 0.60, -0.70], [-0.19, -0.94, -0.30]], "charge": 1, "homo_energy_ev": -7.75}